1.
{"formula": "C7H11O17SV", "method": "ωB97M-V with the def2-TZVPD basis set", "total_charge": -3, "e_homo_ev": [0.4, 0.4], "spin_multiplicity": 2, "orbital_gap_ev": [5.70, 5.70], "total_energy_ev": -78767.574, "species": ["O", "V", "O", "C", "O", "O", "H", "O", "C", "O", "O", "H", "O", "C", "O", "O", "H", "O", "C", "O", "O", "H", "O", "C", "O", "O", "H", "C", "S", "O", "C", "H", "H", "H", "H", "H", "H"], "xyz": [[0.6261, -0.5416, -1.7390], [-0.4568, 0.4915, -1.1886], [-3.3078, -0.3682, -4.4928], [-2.0282, 0.0358, -4.2635], [-1.2948, 0.2548, -5.2334], [-1.5361, 0.2682, -3.1486], [-3.8671, 0.0320, -3.8230], [-3.1737, -2.8784, 0.3798], [-2.3018, -1.8294, 0.5542], [-2.2070, -1.2928, 1.6761], [-1.7129, -1.3161, -0.4325], [-3.2549, -3.0129, -0.5673], [1.8906, 3.7954, -2.7567], [1.2008, 2.6731, -3.1081], [1.1928, 2.2137, -4.2326], [0.7089, 2.0244, -2.1544], [1.7101, 3.5394, -1.8492], [-2.9793, 3.6083, 0.8933], [-2.5667, 2.3809, 0.8000], [-1.8019, 1.8915, -0.0298], [-2.9363, 1.6017, 1.7305], [-3.5622, 3.4302, 1.6351], [2.1499, 1.4988, 2.2200], [0.9635, 1.2109, 1.8807], [0.1967, 0.8203, 2.8094], [0.6538, 1.0315, 0.6717], [1.9680, 1.2063, 3.1161], [1.7577, -2.4698, 0.9095], [1.7043, -2.0377, 2.6861], [1.4922, -3.3750, 3.2648], [3.5184, -1.8049, 2.9290], [1.8558, -1.5488, 0.3348], [0.9767, -3.1175, 0.5113], [2.6608, -3.0538, 0.7319], [4.2185, -2.6199, 2.7452], [3.5633, -1.8374, 4.0176], [3.9786, -0.9043, 2.5225]], "forces_ev_per_a": [[-1.64, 1.24, 1.49], [1.58, -1.39, -0.91], [-1.12, -0.21, 0.10], [4.12, 1.81, -1.48], [-1.34, -1.06, -1.96], [-1.64, -0.07, 4.00], [0.09, -0.20, 0.51], [-0.12, -0.57, -0.25], [0.91, 4.30, 3.17], [-0.70, -2.54, -0.48], [0.38, -0.60, -2.62], [0.21, 0.08, -0.29], [-0.23, 0.10, 0.26], [-0.42, -3.39, -2.76], [0.63, 1.43, -1.67], [-1.23, 0.52, 3.29], [0.58, 1.25, 1.67], [-0.60, 3.31, -1.11], [1.03, -6.96, 2.94], [1.53, 1.26, -3.95], [-1.52, 1.71, 0.35], [-0.41, 0.42, 0.66], [4.83, 1.68, 0.74], [-7.57, -4.37, -2.12], [0.96, 1.26, 0.47], [1.03, 0.76, -1.51], [0.83, 0.23, 1.45], [1.02, 0.63, -0.50], [0.65, -0.56, -1.95], [-0.35, -1.21, 1.47], [0.43, 0.07, 0.70], [-0.37, 0.04, -0.18], [-0.65, 0.62, 0.69], [0.32, 0.01, 0.35], [-0.60, -0.62, -0.96], [-0.12, 0.76, 0.29], [-0.47, 0.26, 0.09]], "lowdin_charge": [-0.2892, 1.1549, 0.0503, -0.8207, -0.0219, -0.0647, 0.0884, 0.0371, -0.7862, -0.0045, -0.0951, 0.0768, 0.0594, -0.8251, 0.0284, -0.1014, 0.0802, 0.0920, -0.8529, -0.0579, -0.0467, 0.0866, 0.1074, -0.8711, -0.0466, -0.0765, 0.0891, -0.2250, 0.8771, -0.5922, -0.2790, 0.0358, 0.0627, 0.0328, 0.0342, 0.0219, 0.0418]}

2.
{"formula": "C3H10N2O", "method": "ωB97M-V with the def2-TZVPD basis set", "total_charge": 0, "e_homo_ev": -8.2, "orbital_gap_ev": 9.01, "smiles": "CC[N@@H+]([O-])CN", "total_energy_ev": -8298.062, "species": ["C", "C", "N", "O", "C", "N", "H", "H", "H", "H", "H", "H", "H", "H", "H", "H"], "xyz": [[-1.4898, 0.3314, -1.4607], [-1.1597, 0.6886, -0.0246], [0.3882, 0.4227, 0.2132], [0.4875, 1.1994, 1.3354], [0.8363, -0.9940, 0.5074], [2.0511, -0.9966, 1.2506], [-1.3533, -0.7339, -1.6606], [-0.8721, 0.9077, -2.1578], [-2.5333, 0.6016, -1.6611], [-1.6622, 0.0363, 0.6884], [-1.4335, 1.7222, 0.1872], [0.9647, 0.8082, -0.5558], [0.9343, -1.5344, -0.4301], [0.0499, -1.4400, 1.1216], [1.9466, -0.2898, 1.9720], [2.8452, -0.7294, 0.6750]], "forces_ev_per_a": [[-0.50, 0.06, -0.12], [1.26, -1.72, -1.63], [-2.91, 1.87, 0.94], [1.67, 0.07, 0.90], [-0.23, -0.01, 0.18], [0.19, -0.05, -0.36], [-0.05, 0.08, -0.06], [-0.06, -0.08, 0.06], [0.15, -0.18, -0.10], [0.18, 0.08, 0.02], [0.86, -0.15, 0.16], [-0.35, -0.13, 0.13], [0.00, -0.08, -0.13], [-0.06, 0.18, -0.16], [-0.02, 0.13, 0.12], [-0.11, -0.07, 0.06]], "lowdin_charge": [-0.1026, -0.1539, -0.2556, -0.2757, -0.2351, 0.0237, 0.0696, 0.0735, 0.0770, 0.1143, 0.1160, 0.1656, 0.1193, 0.1244, 0.0657, 0.0738]}

3.
{"formula": "C42H47N10OPS2Zn", "method": "ωB97M-V with the def2-TZVPD basis set", "total_charge": 2, "e_homo_ev": -12.3, "orbital_gap_ev": 7.34, "total_energy_ev": -140630.212, "species": ["Zn", "C", "N", "C", "N", "C", "N", "C", "C", "C", "C", "C", "C", "C", "N", "N", "C", "O", "C", "C", "C", "C", "C", "C", "N", "C", "N", "C", "N", "C", "H", "H", "H", "H", "H", "H", "H", "H", "H", "H", "H", "H", "H", "H", "H", "H", "C", "C", "N", "C", "C", "S", "C", "C", "S", "C", "N", "C", "H", "H", "H", "H", "H", "H", "H", "H", "C", "C", "C", "C", "P", "C", "C", "C", "C", "C", "C", "C", "C", "C", "C", "H", "H", "H", "H", "H", "H", "H", "H", "H", "H", "H", "H", "H", "H", "H", "H", "H", "H", "H", "H", "H", "H", "H"], "xyz": [[0.3349, 0.7738, -1.4802], [3.6491, -1.8618, 6.1279], [3.6807, -1.5606, 4.6554], [3.0804, -2.2065, 3.6098], [3.1172, -1.4215, 2.5425], [3.5643, -0.2706, 3.0243], [3.9780, -0.2897, 4.2830], [2.3608, -1.4285, 6.7921], [2.2707, -0.4148, 7.7206], [1.0169, -0.0957, 8.3389], [-0.1533, -0.6888, 7.8668], [-0.0364, -1.5801, 6.7774], [1.1516, -1.9433, 6.2474], [-1.3255, -2.0800, 6.2029], [-2.5045, -1.9402, 6.7661], [-3.4310, -2.4857, 5.9047], [-2.8215, -2.7808, 4.8123], [-1.4098, -2.6447, 4.9584], [-3.3169, -3.2537, 3.5286], [-4.6661, -3.5148, 3.3110], [-5.1025, -4.0734, 2.1145], [-4.1984, -4.3330, 1.0903], [-2.8771, -3.9527, 1.2642], [-1.8876, -4.1492, 0.1187], [-1.0067, -2.9346, 0.0065], [-1.2780, -1.9009, -0.7541], [-0.3017, -0.9768, -0.5844], [0.5402, -1.6219, 0.2622], [0.1452, -2.8238, 0.6853], [-2.4307, -3.4844, 2.4990], [4.4514, -1.2894, 6.5564], [3.9086, -2.9232, 6.2923], [2.8003, -3.2584, 3.6020], [3.6520, 0.6179, 2.4510], [3.1550, 0.1409, 8.0498], [0.9163, 0.7058, 9.0195], [-1.0865, -0.3810, 8.2185], [1.0294, -2.6597, 5.3598], [-5.3626, -3.3125, 4.1478], [-6.1713, -4.1081, 1.9271], [-4.5302, -4.7344, 0.1449], [-2.4103, -4.2051, -0.8418], [-1.2684, -5.0869, 0.2184], [-2.1079, -1.8582, -1.4379], [1.5207, -1.2861, 0.6579], [-1.3940, -3.2337, 2.5424], [-1.1152, 2.1704, 1.6736], [0.3310, 2.3961, 1.3736], [0.8869, 1.8874, 0.2694], [2.2574, 1.9990, 0.3331], [2.6769, 2.7378, 1.3785], [1.3929, 3.1833, 2.4019], [3.0680, 1.1967, -0.5977], [4.3895, 1.0150, -0.6790], [4.7831, -0.2685, -1.7789], [3.1151, -0.4861, -2.0658], [2.3402, 0.3318, -1.4258], [2.6282, -1.6466, -2.8955], [-1.1887, 1.4973, 2.5670], [-1.5436, 1.6447, 0.8202], [-1.6386, 3.0518, 1.8654], [3.6946, 2.9808, 1.5800], [5.1525, 1.6594, -0.2150], [1.5350, -1.6540, -2.7565], [2.9890, -2.6530, -2.6177], [2.8038, -1.4471, -3.9390], [-2.7141, 3.5644, -4.0350], [-1.9481, 2.8229, -2.9516], [-2.7071, 1.7309, -2.2123], [-1.5046, 3.9100, -1.9904], [-0.3508, 1.9274, -3.5076], [-0.8904, 0.6936, -4.7151], [-1.2167, 0.9739, -6.0220], [-1.5453, -0.0376, -6.8514], [-1.4956, -1.3721, -6.4591], [-1.0337, -1.6504, -5.1946], [-0.7396, -0.6148, -4.3233], [0.9952, 2.9826, -4.3112], [1.9749, 1.9743, -4.8908], [1.7683, 3.7701, -3.2491], [0.4784, 3.9104, -5.3734], [-3.4786, 4.1538, -3.5006], [-3.2123, 2.8355, -4.7210], [-2.1116, 4.2966, -4.5597], [-3.7369, 1.9223, -2.0618], [-2.2795, 1.7136, -1.2026], [-2.7294, 0.7332, -2.6629], [-2.3928, 4.3993, -1.4825], [-1.0069, 4.7034, -2.5406], [-0.8199, 3.5902, -1.1860], [-1.3284, 1.9429, -6.4172], [-1.9230, 0.2171, -7.8539], [-1.8107, -2.1069, -7.1881], [-1.0176, -2.6430, -4.8665], [-0.3859, -0.7688, -3.4409], [2.2916, 1.2113, -4.1187], [2.8299, 2.5542, -5.2220], [1.5523, 1.4415, -5.7770], [1.9793, 3.2018, -2.3542], [1.1572, 4.6529, -2.8922], [2.5996, 4.1771, -3.7915], [-0.3156, 3.3927, -5.8907], [1.2222, 4.2442, -6.0963], [0.0427, 4.7640, -4.9785]], "forces_ev_per_a": [[-0.06, 0.13, 0.18], [0.37, -0.05, -0.47], [-0.98, -0.21, 0.47], [1.43, 0.04, 0.36], [-1.48, -0.95, -0.21], [1.35, 0.66, 1.04], [-0.79, -0.50, -0.30], [-0.97, -0.38, -1.79], [-0.57, 0.18, 1.34], [0.07, -1.01, -2.07], [2.56, -0.05, -0.70], [-2.50, 0.17, 0.49], [0.72, -1.24, -1.02], [-0.87, 0.31, 0.28], [1.40, -0.65, -0.20], [-0.04, 0.68, -0.94], [1.61, -0.35, 0.88], [-1.41, 0.70, 0.46], [0.02, -0.44, 0.07], [-0.70, -0.15, 0.88], [-0.19, 0.83, 0.12], [-0.02, 0.56, 0.16], [0.31, -0.80, -0.09], [0.37, 0.04, 0.22], [-1.31, -2.37, -0.22], [0.62, 0.85, 0.06], [-0.23, -0.96, -0.37], [1.86, -0.45, 1.83], [-0.22, 1.80, -1.26], [-0.01, 0.13, -1.25], [0.49, 0.24, 0.02], [-0.42, 0.41, -0.25], [0.03, 0.39, 0.21], [0.17, 0.46, -0.43], [-0.20, -0.38, -0.15], [0.25, 0.56, 0.83], [-1.33, 0.19, 0.55], [0.95, 1.03, 1.42], [0.36, -0.10, -0.76], [0.13, -0.55, 0.13], [-0.11, -0.05, -0.10], [0.01, -0.09, 0.23], [-0.35, 1.26, 0.01], [-0.15, 0.15, 0.12], [-0.85, 0.21, -0.42], [0.51, 0.09, 0.57], [0.99, -1.93, 0.25], [-0.86, -0.69, -1.47], [-0.30, -0.37, 0.86], [0.07, 0.31, -0.32], [0.66, 0.12, 0.07], [0.42, 0.11, 0.04], [-1.23, -0.26, -0.36], [1.60, 0.63, 0.00], [-0.32, 0.76, 0.58], [0.63, -1.50, -0.35], [0.12, 0.51, 0.51], [-1.14, 0.36, 0.46], [-0.04, 0.57, -0.70], [-0.15, 0.06, 0.14], [-0.90, 1.46, 0.34], [0.41, 0.19, 0.34], [-0.37, -0.72, -0.20], [0.31, -0.19, -0.15], [0.21, 0.74, 0.02], [0.23, -0.14, -0.49], [-1.10, -1.00, -0.21], [1.26, 0.19, -0.31], [0.54, -0.31, 0.40], [-0.45, 0.85, 1.28], [-0.72, 0.48, 0.47], [1.17, 0.71, 0.59], [-0.51, 0.29, 0.38], [-0.88, -0.99, -1.92], [0.05, 0.66, -0.50], [-0.56, 0.50, -0.17], [-1.97, 0.59, -5.17], [0.11, -0.52, 1.11], [-0.23, -1.28, -0.27], [-2.13, 1.34, 0.28], [-0.12, -1.28, -1.01], [-0.03, -0.33, -0.38], [0.34, 0.84, 0.28], [0.13, -0.17, -0.25], [-1.19, 0.80, 0.04], [-0.05, -0.52, -0.06], [0.48, 0.11, -0.11], [0.84, -0.65, -0.57], [0.08, 0.15, 0.00], [-0.19, -0.10, -0.26], [-0.02, 1.08, -0.10], [0.35, -0.24, 0.46], [0.12, -0.29, 0.30], [0.31, -1.41, 0.49], [1.97, -1.39, 5.49], [-0.17, 0.77, -0.83], [0.35, -0.18, -0.07], [0.37, 0.30, 0.70], [0.67, -0.27, 0.05], [0.65, -0.86, -0.39], [0.89, 0.15, 0.33], [0.01, 0.16, -0.62], [0.24, -0.26, 0.08], [-0.77, 1.73, 0.96]], "lowdin_charge": [0.6349, -0.0568, -0.0996, -0.1349, 0.0683, -0.2474, 0.1212, -0.1949, -0.0103, -0.0214, 0.0029, -0.1550, 0.0103, -0.2534, 0.1129, 0.1213, -0.2419, 0.0957, -0.1430, -0.0016, -0.0429, -0.0299, -0.2030, -0.0309, -0.1191, -0.0931, 0.0157, -0.1919, 0.1605, 0.0201, 0.1138, 0.1404, 0.1356, 0.0664, 0.1227, 0.0966, 0.0968, 0.1417, 0.1368, 0.1176, 0.1158, 0.1228, 0.1577, 0.1495, 0.1001, 0.0994, -0.0403, -0.6150, 0.0206, -0.3397, -0.3290, 1.1905, -0.3211, -0.2863, 1.1645, -0.6351, -0.0151, -0.0405, 0.1167, 0.0545, 0.0680, 0.0923, 0.1121, 0.0555, 0.1079, 0.0840, -0.0628, -0.6751, -0.0939, -0.1087, 1.1513, -0.3525, -0.0927, -0.0522, -0.0304, -0.0375, -0.1212, -0.6818, -0.0806, -0.0694, -0.0607, 0.1030, 0.1053, 0.0700, 0.0873, 0.0474, 0.0769, 0.1257, 0.0723, 0.0610, 0.0906, 0.1342, 0.1226, 0.0980, -0.0218, 0.0793, 0.0948, 0.1028, 0.0502, 0.0984, 0.0915, 0.0544, 0.1147, 0.0589]}